Record 1
A cluster of 2 separate species, C2H7NS2 in total in a non-equilibrium geometry. Source: the Open Molecules 2025 dataset; level of theory: ωB97M-V/def2-TZVPD.

The geometry in ORCA input format:
```
! wB97M-V def2-TZVPD RIJCOSX def2/J DEFGRID3
* xyz 0 1
C -0.51 -0.15 1.73
C -1.62 -0.29 0.95
N -2.48 0.85 0.73
H -0.40 0.70 2.38
H 0.20 -0.92 2.21
H -1.84 -1.13 0.41
H -2.13 1.67 1.24
H -3.43 0.74 0.60
S 2.54 0.65 -2.87
S 3.84 -0.80 -3.10
H 2.65 0.80 -1.49
H 3.18 -2.11 -2.78
*
```

Results
Kohn-Sham gap   8.91 eV
Energy above the lowest of the compared OMol25 structures with the same formula, charge and spin   1.786 eV
E_HOMO   -0.308 Eh
Structure (SMILES)   C=CN.SS
Total energy   -25346.26182 eV
E_LUMO   0.020 hartree

***

Record 2
A cluster of 2 separate species, C2H7O in total in a non-equilibrium geometry. Source: the Open Molecules 2025 dataset; level of theory: ωB97M-V/def2-TZVPD.

The geometry in ORCA input format:
```
! wB97M-V def2-TZVPD RIJCOSX def2/J DEFGRID3
* xyz -1 1
O -0.54 -0.48 2.83
H 0.05 -0.02 3.47
C 0.31 0.46 -0.13
C -0.13 -0.25 -1.43
H 0.89 -0.30 0.40
H 0.81 1.40 -0.35
H -0.54 0.62 0.51
H 0.67 -0.66 -2.04
H -0.77 0.33 -2.11
H -0.76 -1.10 -1.14
*
```

Results
Kohn-Sham gap   6.24 eV
Energy above the lowest of the compared OMol25 structures with the same formula, charge and spin   0.205 eV
E_HOMO   -0.073 Eh
Total energy   -4234.09348 eV
E_LUMO   0.156 hartree

***

Record 3
A cluster of 2 separate species, C2H7O2 in total in a non-equilibrium geometry. Source: the Open Molecules 2025 dataset; level of theory: ωB97M-V/def2-TZVPD.

The geometry in ORCA input format:
```
! wB97M-V def2-TZVPD RIJCOSX def2/J DEFGRID3
* xyz 1 1
O 0.19 -1.37 1.10
H 1.11 -1.52 0.84
H 1.33 1.35 -0.05
H 0.00 -1.91 1.88
C 0.74 0.78 -0.73
C -0.55 0.42 -0.12
O -1.49 -0.16 -0.74
H 0.44 1.43 -1.57
H 1.33 -0.09 -0.99
H -0.74 0.84 0.86
H -2.35 0.21 -0.47
*
```

Results
Kohn-Sham gap   11.51 eV
Energy above the lowest of the compared OMol25 structures with the same formula, charge and spin   0.863 eV
E_HOMO   -0.624 Eh
Total energy   -6274.10392 eV
E_LUMO   -0.201 hartree

***

Record 4
The molecule C2H7O4P in a non-equilibrium geometry. Source: the Open Molecules 2025 dataset; level of theory: ωB97M-V/def2-TZVPD.

The geometry in ORCA input format:
```
! wB97M-V def2-TZVPD RIJCOSX def2/J DEFGRID3
* xyz 0 1
C 1.83 0.65 -0.41
C 0.83 -0.14 0.46
O 1.05 -1.48 0.37
P -1.05 0.07 -0.01
O -1.77 -1.30 0.25
O -2.07 0.67 -1.13
O -1.53 0.98 1.27
H 1.65 0.12 -1.36
H 2.91 0.67 -0.23
H 1.39 1.60 -0.50
H 1.76 -1.72 -0.28
H -0.98 -1.87 0.50
H -3.04 0.52 -0.88
H -0.98 1.24 1.95
*
```

Results
Kohn-Sham gap   7.68 eV
Energy above the lowest of the compared OMol25 structures with the same formula, charge and spin   3.632 eV
E_HOMO   -0.267 Eh
Structure (SMILES)   CC(O)=P(O)(O)O
Total energy   -19665.23677 eV
E_LUMO   0.016 hartree

***

Record 5
The molecule C2H7O4P in a non-equilibrium geometry. Source: the Open Molecules 2025 dataset; level of theory: ωB97M-V/def2-TZVPD.

The geometry in ORCA input format:
```
! wB97M-V def2-TZVPD RIJCOSX def2/J DEFGRID3
* xyz 0 1
C 1.79 0.79 -0.03
C 0.80 -0.31 -0.52
O 0.91 -1.60 0.06
P -0.97 0.01 -0.08
O -1.80 1.29 -0.62
O -1.57 -1.21 -0.87
O -1.67 -0.26 1.43
H 2.86 0.46 -0.31
H 1.73 0.83 1.06
H 1.54 1.80 -0.55
H 1.15 -1.69 0.92
H -1.14 1.76 -1.11
H -1.00 -1.89 -0.71
H -2.62 0.01 1.34
*
```

Results
Kohn-Sham gap   7.83 eV
Energy above the lowest of the compared OMol25 structures with the same formula, charge and spin   3.821 eV
E_HOMO   -0.274 Eh
Structure (SMILES)   CC(O)=P(O)(O)O
Total energy   -19665.04685 eV
E_LUMO   0.014 hartree

***

Record 6
A cluster of 2 separate species, C2H7OP in total in a non-equilibrium geometry. Source: the Open Molecules 2025 dataset; level of theory: ωB97M-V/def2-TZVPD.

The geometry in ORCA input format:
```
! wB97M-V def2-TZVPD RIJCOSX def2/J DEFGRID3
* xyz 0 1
C -1.02 -0.66 0.08
C 0.14 0.39 -0.07
O 0.30 1.21 0.99
P 1.77 -0.20 -0.56
H -2.02 -0.33 0.29
H -0.94 -1.27 -0.88
H -0.55 -1.43 0.82
H -0.49 1.21 -1.25
H -0.52 1.53 1.27
H 2.18 -0.15 0.74
H 2.29 1.07 -0.81
*
```

Results
Kohn-Sham gap   10.21 eV
Energy above the lowest of the compared OMol25 structures with the same formula, charge and spin   2.786 eV
E_HOMO   -0.346 Eh
Total energy   -13520.87462 eV
E_LUMO   0.030 hartree

***

Record 7
A structure of composition C2H7OPS2 in a non-equilibrium geometry. Source: the Open Molecules 2025 dataset; level of theory: ωB97M-V/def2-TZVPD.

The geometry in ORCA input format:
```
! wB97M-V def2-TZVPD RIJCOSX def2/J DEFGRID3
* xyz 0 1
C 2.24 -0.10 -0.85
C -2.17 -0.16 1.39
O 1.55 1.14 -0.68
P 0.01 1.22 -0.35
S -0.66 3.05 -0.18
S -0.31 -0.10 1.43
H 2.11 -0.70 0.02
H 3.25 0.29 -0.85
H 1.82 -0.47 -1.77
H -2.51 0.85 1.30
H -2.63 -0.39 2.35
H -2.46 -0.79 0.67
H -0.53 0.27 -1.68
*
```

Results
Kohn-Sham gap   9.09 eV
Energy above the lowest of the compared OMol25 structures with the same formula, charge and spin   1.687 eV
E_HOMO   -0.330 Eh
Total energy   -35193.84048 eV
E_LUMO   0.004 hartree

***

Record 8
The molecule C2H7OPS2 in a non-equilibrium geometry. Source: the Open Molecules 2025 dataset; level of theory: ωB97M-V/def2-TZVPD.

The geometry in ORCA input format:
```
! wB97M-V def2-TZVPD RIJCOSX def2/J DEFGRID3
* xyz 0 1
C -0.35 -2.18 0.66
O 0.82 -1.75 0.02
P 1.20 -0.29 -0.50
S 2.92 0.29 0.05
S -0.67 0.94 -0.16
C -0.07 2.32 0.94
H -0.26 -2.70 1.58
H -0.97 -2.68 -0.17
H -0.99 -1.29 0.95
H 1.19 -0.49 -2.00
H 0.07 1.72 1.86
H -0.73 3.20 1.10
H 0.89 2.53 0.70
*
```

Results
Kohn-Sham gap   9.60 eV
Energy above the lowest of the compared OMol25 structures with the same formula, charge and spin   1.477 eV
E_HOMO   -0.337 Eh
Structure (SMILES)   CO[P@H](=S)SC
Total energy   -35194.05060 eV
E_LUMO   0.016 hartree

***

Record 9
A cluster of 2 separate species, C2H7OPS2 in total in a non-equilibrium geometry. Source: the Open Molecules 2025 dataset; level of theory: ωB97M-V/def2-TZVPD.

The geometry in ORCA input format:
```
! wB97M-V def2-TZVPD RIJCOSX def2/J DEFGRID3
* xyz 0 1
C -1.07 -1.18 -0.95
C 0.01 -0.97 0.06
O -0.09 1.60 1.99
P 0.89 0.60 -0.66
S 2.77 0.74 -0.23
S -0.14 2.00 -1.65
H -0.60 -1.78 -1.90
H -1.79 -1.74 -0.46
H -1.49 -0.20 -1.41
H 0.86 -1.67 0.19
H -0.35 -0.52 0.89
H 0.65 2.14 1.60
H 0.35 0.98 2.53
*
```

Results
Kohn-Sham gap   8.14 eV
Energy above the lowest of the compared OMol25 structures with the same formula, charge and spin   1.557 eV
E_HOMO   -0.339 Eh
Total energy   -35193.96985 eV
E_LUMO   -0.039 hartree

***

Record 10
A cluster of 2 separate species, C2H7OS in total in a non-equilibrium geometry. Source: the Open Molecules 2025 dataset; level of theory: ωB97M-V/def2-TZVPD.

The geometry in ORCA input format:
```
! wB97M-V def2-TZVPD RIJCOSX def2/J DEFGRID3
* xyz -1 1
C 1.81 0.15 0.86
C 1.22 -0.51 -0.49
S -0.61 -0.27 -0.49
H 1.57 -0.49 1.66
H 1.32 1.06 1.13
H 2.92 0.38 0.87
H 1.58 -1.53 -0.67
H 1.56 0.10 -1.38
H -3.86 -0.24 -0.81
H -3.32 0.76 -0.13
O -4.19 0.59 -0.55
*
```

Results
Kohn-Sham gap   6.59 eV
Energy above the lowest of the compared OMol25 structures with the same formula, charge and spin   0.681 eV
E_HOMO   -0.091 Eh
Total energy   -15070.72460 eV
E_LUMO   0.151 hartree

***

Record 11
A cluster of 2 separate species, C2H7OS in total in a non-equilibrium geometry. Source: the Open Molecules 2025 dataset; level of theory: ωB97M-V/def2-TZVPD.

The geometry in ORCA input format:
```
! wB97M-V def2-TZVPD RIJCOSX def2/J DEFGRID3
* xyz -1 1
C -0.85 -0.93 -1.16
S -2.10 0.06 -0.32
H -1.33 -1.66 -1.83
H -0.12 -1.51 -0.59
H -0.23 -0.29 -1.79
H -0.99 0.69 0.33
C 1.15 0.69 1.08
O 0.36 1.43 0.22
H 1.72 -0.06 0.50
H 0.60 0.17 1.90
H 1.77 1.39 1.67
*
```

Results
Kohn-Sham gap   6.87 eV
Energy above the lowest of the compared OMol25 structures with the same formula, charge and spin   1.787 eV
E_HOMO   -0.106 Eh
Total energy   -15069.61921 eV
E_LUMO   0.146 hartree

***

Record 12
A cluster of 2 separate species, C2H7OS in total in a non-equilibrium geometry. Source: the Open Molecules 2025 dataset; level of theory: ωB97M-V/def2-TZVPD.

The geometry in ORCA input format:
```
! wB97M-V def2-TZVPD RIJCOSX def2/J DEFGRID3
* xyz -1 1
C -1.18 0.97 -0.14
S -1.87 2.32 0.87
H -0.05 1.00 0.20
H -1.58 0.00 0.07
H -1.39 1.39 -1.19
H -1.44 1.87 2.04
C 1.54 -1.45 -0.33
O 0.84 -0.74 0.58
H 2.65 -1.62 -0.44
H 1.27 -2.65 -0.34
H 1.21 -1.09 -1.33
*
```

Results
Kohn-Sham gap   5.82 eV
Energy above the lowest of the compared OMol25 structures with the same formula, charge and spin   2.782 eV
E_HOMO   -0.087 Eh
Total energy   -15068.62357 eV
E_LUMO   0.127 hartree

***

Record 13
A cluster of 2 separate species, C2H7OS in total in a non-equilibrium geometry. Source: the Open Molecules 2025 dataset; level of theory: ωB97M-V/def2-TZVPD.

The geometry in ORCA input format:
```
! wB97M-V def2-TZVPD RIJCOSX def2/J DEFGRID3
* xyz -1 1
S 2.22 1.25 -1.45
H 2.88 0.67 -0.41
C -1.08 0.17 0.47
O -0.37 1.40 0.37
C -0.33 -1.05 -0.03
H -1.21 0.03 1.56
H -2.10 0.30 0.09
H 0.36 1.30 -0.31
H 0.67 -0.99 0.40
H -0.84 -1.92 0.40
H -0.18 -1.15 -1.10
*
```

Results
Kohn-Sham gap   6.99 eV
Energy above the lowest of the compared OMol25 structures with the same formula, charge and spin   0.236 eV
E_HOMO   -0.106 Eh
Total energy   -15071.16951 eV
E_LUMO   0.151 hartree

***

Record 14
A cluster of 2 separate species, C2H7OS in total in a non-equilibrium geometry. Source: the Open Molecules 2025 dataset; level of theory: ωB97M-V/def2-TZVPD.

The geometry in ORCA input format:
```
! wB97M-V def2-TZVPD RIJCOSX def2/J DEFGRID3
* xyz -1 1
C -1.19 0.88 0.95
C 0.31 1.08 0.69
S 1.27 -0.49 0.58
H -1.55 0.90 1.97
H -1.42 -0.09 0.51
H -1.80 1.51 0.28
H 0.84 1.75 1.36
H 0.37 1.50 -0.32
H 0.46 -1.87 -1.75
H 1.80 -2.65 -1.95
O 0.91 -2.52 -2.32
*
```

Results
Kohn-Sham gap   6.74 eV
Energy above the lowest of the compared OMol25 structures with the same formula, charge and spin   0.398 eV
E_HOMO   -0.090 Eh
Total energy   -15071.00758 eV
E_LUMO   0.158 hartree

***

Record 15
A cluster of 2 separate species, C2H7OS in total in a non-equilibrium geometry. Source: the Open Molecules 2025 dataset; level of theory: ωB97M-V/def2-TZVPD.

The geometry in ORCA input format:
```
! wB97M-V def2-TZVPD RIJCOSX def2/J DEFGRID3
* xyz 0 2
C 1.60 -0.97 -0.67
C 0.52 -0.38 0.15
S 0.69 1.50 0.03
H 2.06 -1.92 -0.69
H 2.61 -0.28 -0.74
H 1.47 -0.83 -1.87
H 0.53 -0.89 1.12
H -0.49 -0.66 -0.25
H -2.59 2.05 0.74
H -2.99 0.76 1.18
O -3.40 1.62 0.99
*
```

Results
Kohn-Sham gap (spin up / spin down)   10.57 / 7.03 eV
Energy above the lowest of the compared OMol25 structures with the same formula, charge and spin   1.298 eV
E_HOMO (spin up / spin down)   -0.360 / -0.345 Eh
⟨S²⟩   0.753
Total energy   -15067.61582 eV
E_LUMO (spin up / spin down)   0.028 / -0.087 hartree

***

Record 16
A cluster of 3 separate species, C2H7OS2 in total in a non-equilibrium geometry. Source: the Open Molecules 2025 dataset; level of theory: ωB97M-V/def2-TZVPD.

The geometry in ORCA input format:
```
! wB97M-V def2-TZVPD RIJCOSX def2/J DEFGRID3
* xyz -1 1
C 0.81 -2.01 0.42
O 0.77 -3.07 0.99
H 0.66 -1.88 -0.66
H -1.42 -0.25 2.89
H 0.90 -1.05 0.98
C -0.56 1.40 -1.43
S 0.55 1.65 -0.01
S 2.33 0.81 -0.57
H -1.51 1.85 -1.12
H -0.72 0.35 -1.60
H -0.16 1.89 -2.30
H -1.64 0.30 2.41
*
```

Results
Kohn-Sham gap   6.18 eV
Energy above the lowest of the compared OMol25 structures with the same formula, charge and spin   1.544 eV
E_HOMO   -0.089 Eh
Total energy   -25905.35051 eV
E_LUMO   0.137 hartree

***

Record 17
A cluster of 3 separate species, C2H7OS2 in total in a non-equilibrium geometry. Source: the Open Molecules 2025 dataset; level of theory: ωB97M-V/def2-TZVPD.

The geometry in ORCA input format:
```
! wB97M-V def2-TZVPD RIJCOSX def2/J DEFGRID3
* xyz -1 1
C 1.82 0.08 -2.58
O 1.04 -0.38 -3.37
H 2.19 1.11 -2.65
H -1.11 -2.43 2.11
H 2.25 -0.43 -1.72
C -1.32 0.55 0.97
S 0.26 0.69 1.87
S 1.47 1.57 0.41
H -1.43 1.44 0.35
H -2.07 0.46 1.76
H -1.36 -0.35 0.36
H -1.75 -2.32 2.49
*
```

Results
Kohn-Sham gap   6.21 eV
Energy above the lowest of the compared OMol25 structures with the same formula, charge and spin   1.694 eV
E_HOMO   -0.087 Eh
Total energy   -25905.20039 eV
E_LUMO   0.141 hartree

***

Record 18
The molecule C2H7PS2 in a non-equilibrium geometry. Source: the Open Molecules 2025 dataset; level of theory: ωB97M-V/def2-TZVPD.

The geometry in ORCA input format:
```
! wB97M-V def2-TZVPD RIJCOSX def2/J DEFGRID3
* xyz 0 1
C 0.78 0.40 -1.87
S 1.49 -0.74 -0.51
P 0.49 -0.46 1.34
C -1.40 -0.12 0.88
S 0.77 -1.74 2.71
H 0.64 1.36 -1.51
H -0.10 -0.20 -2.24
H 1.66 0.47 -2.44
H 0.65 1.05 1.42
H -1.67 -1.02 0.37
H -2.02 0.26 1.61
H -1.28 0.74 0.25
*
```

Results
Kohn-Sham gap   9.50 eV
Energy above the lowest of the compared OMol25 structures with the same formula, charge and spin   0.916 eV
E_HOMO   -0.330 Eh
Structure (SMILES)   CS[P@@H](C)=S
Total energy   -33146.22634 eV
E_LUMO   0.019 hartree

***

Record 19
The molecule C2H7PS2 in a non-equilibrium geometry. Source: the Open Molecules 2025 dataset; level of theory: ωB97M-V/def2-TZVPD.

The geometry in ORCA input format:
```
! wB97M-V def2-TZVPD RIJCOSX def2/J DEFGRID3
* xyz 0 1
C -0.34 1.94 -0.36
S 0.35 1.30 1.17
P 0.83 -0.86 0.83
C -0.45 -1.47 -0.28
S 2.67 -1.48 0.54
H 0.38 1.77 -1.23
H -0.50 3.07 -0.22
H -1.27 1.51 -0.81
H 0.25 -1.04 2.15
H 0.00 -1.59 -1.26
H -0.79 -2.46 -0.21
H -1.13 -0.69 -0.33
*
```

Results
Kohn-Sham gap   9.32 eV
Energy above the lowest of the compared OMol25 structures with the same formula, charge and spin   0.527 eV
E_HOMO   -0.326 Eh
Structure (SMILES)   CS[P@@H](C)=S
Total energy   -33146.61517 eV
E_LUMO   0.017 hartree

***

Record 20
A cluster of 2 separate species, C2H7S2 in total in a non-equilibrium geometry. Source: the Open Molecules 2025 dataset; level of theory: ωB97M-V/def2-TZVPD.

The geometry in ORCA input format:
```
! wB97M-V def2-TZVPD RIJCOSX def2/J DEFGRID3
* xyz -1 1
S 1.24 -1.79 1.30
H 2.21 -2.18 0.49
C -1.72 1.35 0.62
C -1.33 1.38 -0.79
S 0.27 0.50 -1.30
H -1.12 0.61 1.31
H -2.76 1.05 0.94
H -1.66 2.24 1.12
H -2.10 0.88 -1.54
H -1.11 2.36 -1.21
H 0.66 -0.59 -0.15
*
```

Results
Kohn-Sham gap   7.07 eV
Energy above the lowest of the compared OMol25 structures with the same formula, charge and spin   1.181 eV
E_HOMO   -0.120 Eh
Total energy   -23858.03365 eV
E_LUMO   0.140 hartree